Density functional theory data (ωB97M-V/def2-TZVPD) for a structure of composition C33H42FeN5O4SSe2 at a distorted geometry.

```
88
Properties=species:S:1:pos:R:3:forces:R:3
Fe -0.96043 -0.41723 2.03167 -0.4423 -0.0026 2.2291
C -1.28663 -2.99821 3.85831 0.3421 0.2413 -0.0087
C -1.26596 -3.84186 2.57804 -0.4112 0.6121 -0.0478
C -0.22796 -3.41526 1.59943 -0.1536 0.5343 -0.7772
C 0.30363 -4.26034 0.64102 0.4718 -0.3689 0.0406
C 1.25771 -3.81453 -0.27771 0.0264 -0.8693 -0.4030
C 1.70245 -2.53529 -0.15640 0.2262 1.4460 1.3187
C 1.09271 -1.72644 0.80958 1.5928 0.0863 -1.2481
N 0.12816 -2.10902 1.61369 -0.2796 -0.8943 0.0212
N -1.76693 -1.55084 3.80088 -0.1215 -1.1099 -0.3016
C -3.26935 -1.47818 3.77145 0.5130 -0.9621 -1.5280
C -3.73042 -0.13661 3.28760 -0.5548 -0.1897 0.7069
C -5.01071 0.41356 3.45893 -0.0168 0.9653 -1.1129
C -5.32571 1.55818 2.70882 2.7174 0.8915 0.1137
C -4.26549 2.29967 2.05421 -2.3595 -1.7754 0.4930
C -3.03155 1.70775 2.05895 -1.1606 -0.7386 1.0879
N -2.77177 0.49135 2.63552 0.1224 1.9803 -1.2920
C -1.21068 -0.81555 4.98534 0.5878 -1.3541 -0.4492
C 0.19082 -0.24780 4.71870 -1.2190 -0.1212 0.1286
C 1.08824 -0.08705 5.75025 0.1082 -0.2396 -0.5688
C 2.32351 0.44339 5.48004 0.7892 0.3631 0.6962
C 2.60937 0.87283 4.19982 0.8661 -0.0992 0.5344
C 1.70848 0.65050 3.21714 -1.2442 1.4141 -2.3594
N 0.47362 0.14386 3.47100 0.4176 -0.1331 -0.4579
H -0.27095 -2.94531 4.22097 0.4537 0.1368 0.0774
H -1.80274 -3.57753 4.61473 -0.5685 0.2316 0.2900
H -2.25423 -3.82344 2.09475 0.1690 -0.2263 0.0585
H -1.02116 -4.87318 2.82555 -0.3708 -0.0746 0.2894
H 0.09007 -5.31664 0.65816 -0.4229 -0.0926 0.0088
H 1.68421 -4.45952 -1.06214 -0.3515 0.1094 0.6331
H 2.57865 -2.10136 -0.61589 -0.1667 -0.2166 -0.6058
H 1.47564 -0.71540 0.88407 -0.2540 0.2177 0.0712
H -3.65433 -1.69017 4.72894 -0.6174 -0.4648 1.2498
H -3.63940 -2.27247 3.04351 0.4222 0.8851 0.9548
H -5.82794 0.08828 4.08417 0.3509 -0.9286 0.1040
H -6.30790 1.97417 2.74695 -0.5330 0.0867 -0.0474
H -4.53117 3.15831 1.42936 0.4948 -0.1841 0.4987
H -2.25122 2.19890 1.59467 1.6996 0.6899 -0.8186
H -1.24225 -1.47305 5.86866 0.4837 -0.0655 -0.2919
H -1.91184 -0.08307 5.26254 -0.7109 1.5403 0.0115
H 0.83139 -0.41540 6.71686 -0.2620 -0.3231 1.0331
H 3.08894 0.55295 6.26003 -0.5196 -0.0258 -0.2569
H 3.54337 1.36640 4.00346 0.1997 0.0051 -0.2480
H 1.88643 1.07255 2.16461 -0.2638 -0.8666 1.4924
C 4.62172 1.79875 -0.62296 0.9605 -0.5916 1.0725
Se 2.73838 1.59251 -0.66520 -1.1631 -0.4063 0.2182
C 2.20151 3.41724 -1.12864 -1.8721 -0.2257 1.0956
C 2.35511 4.32824 0.12495 -1.7376 -1.1830 -1.6147
Se 0.98513 4.10641 1.45766 -0.9416 0.3599 0.2241
C -0.27213 5.54533 0.84162 1.2824 -0.3429 0.3885
H 5.02866 1.67003 -1.59939 0.3513 0.1307 -0.6685
H 5.06746 1.02028 0.03666 -0.4517 0.4275 -0.4523
H 4.90015 2.74884 -0.18793 0.0448 0.2801 -0.0748
H 1.14570 3.36109 -1.60207 1.8098 0.1451 1.0226
H 2.87618 3.70361 -1.88195 0.8002 0.4960 -1.1213
H 2.35634 5.34141 -0.15935 -0.0925 1.3795 -0.4067
H 3.25690 4.15410 0.61001 1.7113 -0.4322 0.8187
H 0.34138 6.41655 0.65579 0.1539 0.2598 0.2344
H -0.94894 5.75668 1.67116 -0.1388 -0.2023 -0.4254
H -0.68568 5.27753 -0.11293 -0.6976 -0.3086 -0.0514
C 2.00573 -2.68768 -8.20651 -0.1737 -0.3865 -0.2092
C 1.50691 -1.66807 -7.26395 -0.0249 1.1833 1.7677
C 0.14925 -1.45163 -6.96361 0.6434 -0.7607 0.2523
C -0.27757 -0.61186 -5.93897 1.7829 0.4862 0.3964
C 0.68772 0.16626 -5.21716 -0.6424 -0.9629 -0.9931
C 2.04206 0.04227 -5.59371 -0.2746 0.8368 0.9878
C 2.44213 -0.90957 -6.51896 -0.4296 0.2984 -0.6103
S 0.10614 1.25217 -3.90622 -0.0153 0.9987 -1.5298
O 1.03490 2.35190 -3.77462 -0.4007 -0.7670 0.0576
O -1.29254 1.49349 -4.18384 0.7889 -0.2086 0.3561
N 0.16473 0.43480 -2.47917 0.3306 0.0265 -0.4815
C -0.72356 -0.71521 -2.40110 0.0899 -1.2865 0.5308
C -2.11759 -0.29463 -1.96877 0.4747 -0.4175 -0.6205
C -2.14199 0.32389 -0.63523 -2.2694 1.6955 1.7758
O -3.08780 1.07269 -0.38792 2.2292 -1.3424 0.1260
O -1.18168 0.02037 0.34513 -1.0717 0.5219 -2.4705
H 1.35096 -2.88589 -9.03265 -0.6255 0.0035 -0.3360
H 2.16678 -3.64625 -7.71244 0.1623 0.0356 0.1011
H 2.91739 -2.33968 -8.64232 0.7934 -0.0127 -0.1858
H -0.54951 -2.12242 -7.44476 -0.3205 0.2908 -0.1670
H -1.31460 -0.58469 -5.69843 -0.5669 0.2775 0.1731
H 2.78272 0.75280 -5.16752 -0.5446 -0.7466 -0.1432
H 3.50772 -0.97311 -6.72434 -0.1664 -0.1547 -0.1176
H 1.14790 0.32636 -2.20214 -0.4672 -0.1739 0.0017
H -0.29959 -1.39157 -1.61506 -0.3492 0.4992 -0.6574
H -0.78507 -1.32931 -3.32296 0.2198 0.4780 0.2616
H -2.82500 -1.13231 -1.99803 0.2257 -0.1196 0.2930
H -2.60307 0.45643 -2.60240 0.5324 -0.1888 -0.1383
```
Forces are in eV/Å.

Output
Net charge = +2
Lowest unoccupied orbital energy (spin up / spin down) = -5.44 / -7.47 eV
HOMO-LUMO gap (spin up / spin down) = 7.07 / 5.04 eV
Maximum force = 3.343 eV/A
Expectation value of S² = 8.761
HOMO energy (spin up / spin down) = -12.51 / -12.51 eV
Multiplicity = 6
Relative energy (zero: lowest compared OMol25 entry of this formula, charge and spin) = 7.3 kcal/mol